Computed, not measured: a molecular structure, C28H44BrNNiOP2 in a non-equilibrium geometry, with ωB97M-V/def2-TZVPD.

Summary:
E_HOMO (alpha / beta) in eV: -13.148 / -13.133
Multiplicity: 3
E_LUMO (alpha / beta) in eV: -7.5591 / -8.6689
Net charge: +2

Geometry (Å):
C 3.907 6.039 -0.747
C 2.677 5.360 -0.816
C 2.305 4.754 -2.048
C 3.279 4.599 -3.033
N 4.481 5.132 -2.902
C 4.804 5.845 -1.825
C 1.802 5.121 0.297
C 0.727 4.627 0.669
C -0.360 3.787 1.030
C -0.365 3.326 2.359
C -0.959 2.103 2.630
C -1.436 1.405 1.514
C -1.856 2.042 0.322
C -1.319 3.294 0.103
Ni -1.899 -0.283 1.742
P 0.145 -0.310 0.704
H 1.285 4.401 -2.214
H 4.178 6.667 0.101
H 3.042 4.027 -3.921
H 5.814 6.272 -1.788
H -1.557 3.899 -0.775
H 0.161 3.904 3.122
H -2.498 1.525 -0.401
H -1.017 1.662 3.623
C 0.623 -2.072 0.797
C 1.873 -2.460 0.010
H -0.246 -2.651 0.447
H 0.735 -2.306 1.864
H 2.144 -3.510 0.181
H 1.731 -2.337 -1.070
H 2.740 -1.862 0.307
C 0.263 0.187 -1.064
C 1.659 0.541 -1.580
H -0.385 1.061 -1.185
H -0.201 -0.604 -1.670
H 1.652 0.674 -2.673
H 2.027 1.483 -1.146
H 2.392 -0.244 -1.359
C 1.428 0.702 1.515
C 2.911 0.345 1.472
H 1.134 0.703 2.570
H 1.259 1.732 1.164
H 3.499 1.102 2.020
H 3.076 -0.615 1.974
H 3.307 0.310 0.451
Br -2.760 -2.325 1.649
P -2.008 -2.864 -1.909
C -0.840 -3.237 -3.250
C -1.167 -4.522 -3.986
H 0.143 -3.311 -2.750
H -0.791 -2.369 -3.924
H -0.365 -4.726 -4.701
H -1.229 -5.368 -3.297
H -2.110 -4.441 -4.537
C -2.901 -4.362 -1.341
C -4.405 -4.442 -1.573
H -2.734 -4.342 -0.251
H -2.393 -5.254 -1.727
H -4.827 -5.181 -0.880
H -4.909 -3.493 -1.365
H -4.658 -4.766 -2.588
C -3.241 -1.669 -2.572
C -3.819 -2.024 -3.936
H -2.722 -0.696 -2.629
H -4.037 -1.553 -1.820
H -4.555 -1.263 -4.225
H -3.046 -2.046 -4.711
H -4.339 -2.989 -3.932
C 1.539 -0.829 6.336
C 0.450 -0.457 5.362
C -0.583 0.516 5.871
O 0.423 -0.929 4.225
H 1.106 -1.021 7.322
H 2.236 0.013 6.423
H 2.068 -1.712 5.968
H -0.254 1.538 5.641
H -1.542 0.316 5.381
H -0.692 0.431 6.956

Computed, not measured: a molecular structure, C4H10N2OS in a non-equilibrium geometry, with ωB97M-V/def2-TZVPD.

Summary:
E_HOMO in eV: -8.613
Multiplicity: 1
E_LUMO in eV: 0.5327
ΔE to the lowest compared entry with this formula, charge and spin in kcal/mol: 134.3

Geometry (Å):
C -1.976 0.621 0.254
C -1.041 -0.316 -0.485
C -1.162 -0.160 -1.989
C 0.379 0.096 0.008
H -1.948 0.660 1.309
H -1.676 1.564 -0.047
H -2.984 0.757 -0.201
H -1.046 0.894 -2.345
H -2.176 -0.625 -2.390
H -0.126 -0.530 -2.273
H -2.519 -1.939 -0.452
H -1.287 -1.780 1.031
H 0.575 -1.780 0.698
H 2.184 0.383 1.758
N -1.285 -1.787 -0.219
N 1.134 -0.872 0.633
O 2.309 -0.731 1.253
S 1.024 1.588 0.204

Computed, not measured: a molecular structure, C4H24N3O7 in a non-equilibrium geometry, with ωB97M-V/def2-TZVPD.

Summary:
E_HOMO in eV: -5.063
Multiplicity: 1
E_LUMO in eV: 3.2310
ΔE to the lowest compared entry with this formula, charge and spin in kcal/mol: 0.0
Net charge: -1

Geometry (Å):
C -1.052 0.784 -1.995
N -0.845 -0.686 -2.109
C 0.448 -1.232 -2.666
O 1.559 -0.806 -1.937
C -1.761 1.197 -0.684
N -0.883 1.799 0.329
C -1.592 2.155 1.542
N -0.841 1.897 2.726
H -1.747 0.958 -2.870
H -0.089 1.258 -2.169
H -1.163 -1.157 -1.288
H 0.580 -0.576 -3.603
H 0.445 -2.290 -2.983
H -2.455 0.366 -0.324
H -2.522 1.938 -1.041
H -0.114 1.155 0.402
H -2.624 1.626 1.481
H -1.899 3.211 1.459
H -0.572 0.891 2.733
H 0.046 2.419 2.718
H -0.462 -2.583 0.684
H 0.425 -3.706 0.229
O -0.377 -3.526 0.763
H 1.992 1.308 -1.688
H 1.688 2.659 -0.925
O 2.196 2.285 -1.653
H -0.965 -0.999 2.175
H -1.960 -2.196 2.461
O -1.907 -1.276 2.156
H 2.359 -2.779 -0.113
H 1.515 -1.381 -0.943
O 1.613 -2.193 0.075
H 1.270 -1.010 2.554
H 1.412 -1.053 0.902
O 0.849 -0.669 1.764
H 2.986 0.604 -0.045
H 1.787 0.652 1.110
O 2.661 0.954 0.772

One value per record, in order, for energy: -5987.62069 -741.16394 -857.74750 Ha.